(1)
# C22H46BrO10P2

3 unconnected molecules or ions with the total composition C22H46BrO10P2 at a distorted geometry (the ωB97M-V functional and the def2-TZVPD basis, OMol25).

**HOMO**: -2.43 eV
**Molar mass**: 612.45 g/mol
**HOMO-LUMO gap**: 1.858 eV

ORCA input file:
```
! RIJCOSX wB97M-V def2-TZVPD def2/J DEFGRID3
* xyz -1 1
Br -1.16 -3.29 -0.84
P -5.75 -1.14 1.97
P 6.07 2.39 -0.55
O 4.78 3.31 -0.04
O 6.78 2.14 0.93
O 6.98 3.86 -0.60
O -6.23 -2.73 2.07
O 5.26 1.08 -0.50
O -3.83 1.62 -4.55
O -4.66 -1.14 3.21
O -4.69 -1.45 0.89
O -6.94 -0.80 3.18
O -1.93 1.52 -3.05
C -6.48 -2.28 5.11
C -1.23 -3.37 -2.86
C -3.83 0.00 3.35
C 0.46 0.42 -2.94
C 0.93 -1.96 -3.88
C 0.27 -3.45 -3.53
C -5.23 -4.49 0.78
C 6.67 5.05 0.12
C 6.80 4.92 1.63
C -4.15 -0.09 -2.64
C 3.84 -0.93 -2.85
C -3.30 1.06 -3.44
C 3.48 3.05 -0.58
C 9.12 1.79 0.46
C 1.06 -1.08 -2.51
C -4.59 1.15 3.98
C 7.83 1.20 1.00
C -7.48 -1.74 4.10
C -1.17 0.27 -2.89
C -6.38 -3.50 0.89
C 2.63 2.37 0.48
C 2.61 -0.87 -2.02
H 7.76 4.49 1.91
H -5.94 -1.46 5.60
H -7.99 -2.55 3.57
H 6.71 5.91 2.10
H 9.35 2.74 0.95
H -1.93 -2.54 -3.31
H -5.14 -0.40 -3.25
H -5.25 -5.19 1.62
H 9.03 1.99 -0.62
H 0.19 -4.01 -4.56
H -1.49 -0.24 -1.85
H -5.74 -2.93 4.64
H -5.39 1.50 3.33
H 3.04 4.02 -0.84
H -5.29 -5.06 -0.15
H -6.45 -2.86 0.00
H 0.73 0.67 -4.07
H 1.93 -2.18 -4.44
H 3.80 -0.55 -3.96
H -1.52 -0.45 -3.77
H -3.92 1.99 4.19
H 6.01 4.28 2.05
H 0.84 1.28 -2.25
H -5.05 0.84 4.92
H -4.26 -3.98 0.82
H 1.06 -3.97 -2.81
H 4.81 -1.43 -2.37
H 0.24 -1.38 -4.66
H 7.97 0.93 2.05
H 9.96 1.10 0.61
H -3.57 -1.10 -2.47
H -1.75 -4.41 -3.12
H 1.65 2.11 0.08
H -2.99 -0.28 3.98
H -8.26 -1.21 4.65
H 3.54 2.47 -1.50
H 5.69 5.43 -0.17
H 7.39 5.80 -0.22
H 2.50 3.03 1.34
H -3.42 0.30 2.37
H 2.78 -0.69 -0.85
H 7.57 0.28 0.46
H -4.47 0.28 -1.55
H -7.33 -4.05 0.96
H 3.10 1.46 0.85
H -7.00 -2.86 5.88
*
```

(2)
# C4H5NO2

A single C4H5NO2 molecule at a distorted geometry (the ωB97M-V functional and the def2-TZVPD basis, OMol25).

**HOMO**: -8.99 eV
**Molar mass**: 99.09 g/mol
**HOMO-LUMO gap**: 9.543 eV

ORCA input file:
```
! RIJCOSX wB97M-V def2-TZVPD def2/J DEFGRID3
* xyz 0 1
O 1.28 -1.85 -1.36
O 0.69 -1.47 0.74
N -0.74 0.24 1.35
C 0.06 -0.78 1.71
C 0.40 0.34 -0.86
C 0.82 -1.08 -0.57
C -0.89 0.67 -0.09
H 0.30 0.47 -1.94
H -1.74 0.11 -0.52
H -0.24 0.61 2.21
H 1.20 1.01 -0.51
H -1.15 1.73 -0.16
*
```

(3)
# C15H41FNO6P

5 unconnected molecules or ions with the total composition C15H41FNO6P at a distorted geometry (the ωB97M-V functional and the def2-TZVPD basis, OMol25).

**HOMO**: -8.79 eV
**SMILES**: O=NOC[PH3]CCF.CC(C)O.CC(C)O.CC(C)O.CC(C)O
**Molar mass**: 381.47 g/mol
**HOMO-LUMO gap**: 8.364 eV

ORCA input file:
```
! RIJCOSX wB97M-V def2-TZVPD def2/J DEFGRID3
* xyz 0 1
P -3.75 3.26 -1.42
F -6.99 3.46 0.12
O -2.14 -2.20 4.54
O -1.56 1.79 -0.55
O 5.80 0.52 2.38
O 1.76 -0.02 -1.25
O -3.55 -2.80 -3.65
O -2.39 0.13 -1.53
N -1.49 0.90 -1.59
C -1.57 -4.12 -3.25
C 1.98 -0.66 1.06
C -1.57 -2.24 -4.92
C 3.18 1.34 0.14
C 2.68 -0.06 -0.15
C -2.05 -1.05 2.42
C -5.62 3.22 -1.83
C -1.60 -2.26 3.22
C -2.03 -3.55 2.55
C -6.44 2.50 -0.71
C 8.19 0.63 2.05
C -1.85 3.13 -1.04
C 6.90 1.42 2.24
C 6.99 2.33 3.46
C -2.39 -3.35 -4.28
H 9.04 1.29 1.92
H -3.25 -2.19 -2.97
H 3.67 1.77 -0.74
H 6.05 2.88 3.59
H -1.32 3.33 -2.00
H -7.23 1.88 -1.18
H 8.11 -0.02 1.18
H -1.74 -0.12 2.92
H 8.38 -0.01 2.91
H 6.71 2.02 1.35
H -5.81 1.79 -0.14
H 7.81 3.04 3.37
H 1.11 -0.06 1.35
H -1.55 3.84 -0.25
H -0.69 -2.63 -5.42
H 3.51 -0.70 -0.45
H 1.02 0.54 -0.99
H 5.96 -0.02 3.17
H -6.03 4.22 -2.07
H -3.10 -2.21 4.46
H -5.75 2.59 -2.73
H -1.63 -1.06 1.41
H 1.61 -1.66 0.83
H 2.36 2.01 0.40
H -3.14 -1.01 2.35
H -1.25 -3.45 -2.44
H -3.98 2.89 -0.05
H -0.68 -4.57 -3.71
H -2.18 -1.69 -5.64
H 7.14 1.74 4.37
H 3.90 1.34 0.97
H -2.74 -4.04 -5.05
H -1.61 -3.64 1.55
H -1.25 -1.51 -4.16
H -3.62 4.65 -1.71
H -1.71 -4.42 3.14
H 2.66 -0.72 1.92
H -3.52 2.35 -2.51
H -3.12 -3.61 2.48
H -2.17 -4.91 -2.80
H -0.51 -2.25 3.33
*
```